ORCA calculation (ωB97M-V with the def2-TZVPD basis set) on a molecular structure, C12H36O6S6Sn.

Computed properties:
Total charge = +2
E_tot = -3533.04057 Eh
2S+1 = 1

The geometry in XYZ format:
```
61
Properties=species:S:1:pos:R:3:forces:R:3:lowdin_charge:R:1
H -4.5203 1.3993 -3.8291 0.003 -0.391 0.160 0.06
C 0.6741 -3.8180 2.1751 0.389 -0.322 0.198 -0.24
H -4.7776 2.8425 -2.9311 0.364 -0.033 0.801 0.07
H -4.3409 2.8131 -0.2628 -0.154 0.060 -0.159 0.07
H 1.6965 5.0029 -1.7956 -0.003 -0.024 0.343 0.07
H 3.0453 0.2921 1.8301 -0.242 0.012 -0.246 0.04
H 0.1356 1.7623 3.9990 -0.200 0.447 0.008 0.07
H 1.2201 3.7305 -2.8918 -0.407 -0.314 0.201 0.07
H 2.5386 -2.5183 -2.8042 -0.089 0.007 0.539 0.04
O -1.5424 1.1220 0.8819 -0.047 0.256 -0.464 -0.65
S 0.6821 -2.0346 2.3406 0.495 -0.014 0.000 0.84
H -0.7560 -2.3309 4.3061 0.021 -0.117 -0.099 0.08
H 0.3012 2.6944 2.4176 0.242 0.064 0.195 0.05
H 5.0362 -1.3821 -1.1111 0.095 0.042 0.093 0.07
C -4.9357 1.7635 -2.8889 -0.775 0.121 -0.962 -0.26
H 1.0342 -3.1539 -3.4640 0.042 -0.272 -0.184 0.07
C 4.7876 -0.3567 -1.3773 -0.122 -0.184 -0.822 -0.24
S 0.5433 3.2650 -0.5601 -0.105 0.579 -0.007 0.87
H 2.5097 3.4040 -1.7450 0.111 0.236 0.083 0.05
C 0.6258 -5.5143 -1.9261 -0.048 -0.492 -0.471 -0.24
H 1.0400 -4.2586 3.1042 -0.018 0.139 0.062 0.07
O -2.7690 0.9720 -1.7321 0.563 -0.416 0.373 -0.71
H 4.6963 0.5788 1.2595 -0.091 0.137 -0.034 0.07
H 1.4244 -4.0310 1.4169 -0.161 -0.107 -0.120 0.01
H -5.8641 1.8557 -0.0393 -0.051 -0.111 -0.269 0.08
S -1.5088 1.1450 2.3817 -0.136 -0.791 0.864 0.85
H -2.0581 3.4737 2.5084 0.210 -0.076 0.076 0.07
C -1.0882 3.6479 -1.2135 0.097 -0.804 -0.829 -0.23
H 1.4932 -6.1158 -2.2049 -0.036 -0.109 0.155 0.07
H 5.6137 0.3425 -1.2494 -0.077 -0.017 0.623 0.07
S 1.2683 -3.9780 -1.2924 -0.081 0.236 -0.350 0.86
H -1.4600 4.6248 -0.9191 0.123 -0.019 0.247 0.07
H -0.2814 -4.2735 1.9252 -0.177 0.375 -0.047 0.08
H -6.0167 1.6069 -2.9210 0.029 -0.138 0.055 0.07
H 0.1096 -0.7785 4.2178 0.019 -0.026 0.124 0.03
O 0.7616 1.7750 -0.6453 -0.484 -0.885 -0.513 -0.71
C 0.1075 1.7444 2.9094 -0.220 -0.504 -0.197 -0.23
H 4.0886 -1.0594 1.2736 -0.247 -0.072 -0.010 0.07
H -3.4741 2.4972 2.4958 -0.099 -0.414 0.280 0.04
C 3.7954 -0.0212 1.1113 0.812 -0.224 0.062 -0.23
S 3.2920 0.2111 -0.5865 -0.084 1.025 0.421 0.85
H 4.5989 -0.2771 -2.4512 -0.223 -0.304 0.027 0.06
O 0.0474 -3.1177 -1.0259 -0.195 0.743 -0.097 -0.72
C 1.5605 3.9245 -1.8739 0.466 0.102 -0.359 -0.24
C 0.1885 -1.8518 4.0577 -0.126 0.077 -0.344 -0.22
Sn -0.5359 -0.5779 -1.1786 0.849 0.615 2.060 1.71
H 1.0249 -2.2503 4.6307 -0.096 -0.013 0.138 0.07
H 0.8191 0.9692 2.6247 0.034 0.160 -0.360 0.02
H 0.0154 -5.3775 -2.8200 0.063 0.353 0.018 0.07
O -0.3876 -1.4370 1.4672 -0.383 0.183 -0.580 -0.66
S -4.2622 0.7990 -1.5535 -0.280 0.439 -0.769 0.88
H 0.0113 -6.0499 -1.2062 0.225 0.188 0.332 0.07
H -2.4923 2.6367 4.0078 -0.058 -0.276 0.032 0.07
C -4.7875 1.8227 -0.1808 0.947 -0.154 0.467 -0.24
H -1.7116 2.8050 -0.9188 -0.174 0.258 0.485 0.00
C 1.9137 -3.4060 -2.8705 0.120 0.123 -0.207 -0.23
H -4.3120 1.3176 0.6624 -0.215 0.099 0.141 0.03
C -2.4756 2.5510 2.9240 0.194 0.928 -0.735 -0.23
H -1.0520 3.5673 -2.3020 0.091 0.235 -0.011 0.06
O 2.1932 -0.7944 -0.8398 -0.523 -0.536 -0.312 -0.67
H 2.5162 -4.1954 -3.3172 -0.179 -0.079 -0.104 0.07
```
Forces are in eV/Å.

***

ORCA calculation (ωB97M-V with the def2-TZVPD basis set) on 6 unconnected molecules or ions with the total composition C12H38N10O6.

Computed properties:
E_tot = -1479.15086 Eh
2S+1 = 1

The geometry in XYZ format:
```
66
Properties=species:S:1:pos:R:3:forces:R:3:lowdin_charge:R:1
H -2.0278 1.1680 -0.0795 -0.443 -0.251 0.214 0.06
H -0.1880 -2.4241 -0.1819 0.116 -0.108 -0.225 0.11
N -3.7380 -2.7550 0.9457 -0.378 -0.554 -0.075 0.16
C -1.2520 -0.5390 -4.3307 -0.025 0.037 -0.017 -0.65
C -1.0083 1.4042 4.1273 0.929 -0.722 -0.708 -0.10
H 4.5955 -2.3714 -2.6072 0.024 -0.233 -0.086 0.07
N -2.4853 -1.0952 -4.4356 0.555 0.340 0.031 0.17
H -4.5002 -2.7453 0.2953 0.087 0.390 -0.113 0.10
N -0.3571 -1.5211 -0.5852 0.137 -0.115 0.658 0.18
H -3.0160 -1.0558 -3.5837 -0.334 -0.325 -0.191 0.12
H -3.9675 2.7479 1.6574 -0.306 -0.261 -0.143 0.08
H 5.7651 -1.6999 -1.4734 -0.155 0.068 -0.066 0.07
H 0.1100 2.0269 -0.9941 0.164 -0.231 0.084 0.06
H -0.9382 3.7391 3.2779 -0.023 -0.114 0.191 0.12
C 1.5005 3.2926 -0.1923 0.601 0.252 0.403 -0.68
H -1.1227 0.7731 5.0058 -0.426 0.151 0.088 0.09
C -1.9805 2.9938 1.5798 -1.631 -0.063 -0.642 -0.43
N -2.5546 -3.8977 2.5305 -0.904 -0.550 -0.538 0.14
H -2.3607 -4.8235 2.8654 0.496 0.259 0.406 0.09
H -3.0976 1.3975 1.9215 -0.554 -0.149 -0.129 0.07
H -0.0961 1.9971 4.2635 -0.269 0.372 0.147 0.09
C 2.8345 0.1805 0.5755 0.750 -0.511 0.198 -0.09
H 5.9233 -3.3830 -1.9101 -0.136 -0.117 -0.248 0.07
H -0.7740 0.7422 3.2816 -0.158 -0.032 0.061 0.07
O -0.8836 0.0289 -3.3022 0.222 -0.022 -0.125 -0.02
N 2.4006 4.2403 -0.6029 0.439 0.391 -0.732 0.15
H -1.1204 2.4070 1.2539 0.138 -0.021 0.458 0.10
C -3.6253 -3.9117 1.6528 0.555 0.605 0.668 -0.69
H 2.5518 -1.9995 -0.9892 -0.356 0.293 0.232 0.12
C -1.0812 -0.6577 0.1811 -1.047 0.390 -0.383 -0.66
C 4.3556 -3.0144 -0.5184 0.254 -0.796 -0.118 -0.44
H 5.0779 -3.0212 0.3029 -0.237 -0.065 0.211 0.14
C -2.0168 4.2371 0.6985 1.137 0.131 0.302 -0.06
H 1.1991 2.7040 -2.1590 -0.142 0.066 -0.037 0.10
H 2.2616 0.0410 1.4946 -0.190 0.319 -0.050 0.09
O -1.4207 -0.8461 1.3497 0.507 -0.446 0.155 -0.01
H 3.5313 1.0131 0.6482 -0.372 0.281 0.277 0.09
C 3.1872 -2.1256 -0.1047 0.991 -0.058 0.468 -0.23
H 2.1738 0.3568 -0.2744 -0.033 -0.263 -0.080 0.06
O -4.4002 -4.8468 1.5812 -0.010 -0.185 -0.242 0.01
H -1.2298 4.9129 1.0582 -0.198 0.148 -0.109 0.08
C -1.9279 3.3025 3.0766 0.827 0.359 -0.351 -0.21
H -1.3010 0.4741 -1.5055 -0.235 -0.021 0.108 0.05
H 0.4623 -0.2165 -5.3114 0.057 -0.074 -0.225 0.11
N -3.2150 2.1806 1.2767 1.347 0.304 0.480 0.04
H 2.5354 4.4599 -1.5743 -0.212 -0.076 -0.017 0.09
H -1.7235 3.9702 -0.3179 -0.222 0.002 -0.079 0.07
N 0.9065 2.6033 -1.2061 -0.192 -0.050 0.009 0.17
C 5.1947 -2.5992 -1.7227 -0.165 0.730 0.344 -0.07
H 3.0372 -4.5621 -1.1591 -0.041 0.371 -0.123 0.06
H 2.7242 4.9555 0.0211 -0.091 -0.311 0.410 0.10
O 1.3234 3.0784 0.9945 -0.575 -0.061 -0.097 0.02
N 3.9168 -4.4154 -0.6813 0.390 -0.116 0.455 0.03
H -1.9445 -3.1022 2.5844 0.293 -0.183 0.080 0.07
H -2.9635 4.7728 0.6662 -0.135 -0.138 0.199 0.08
H 3.8235 -4.8223 0.2413 -0.126 -0.155 -0.105 0.06
O -2.1626 2.1633 3.8643 0.037 0.190 0.605 -0.18
H -2.6535 4.0630 3.3778 -0.267 -0.107 -0.255 0.13
O 3.7168 -0.9328 0.4206 -0.029 0.387 -0.896 -0.19
N -0.4487 -0.6219 -5.4231 0.026 0.101 0.329 0.17
H 2.6988 -2.6416 0.7317 -0.576 -0.136 -0.384 0.12
H -2.6897 -1.6958 -5.2107 -0.425 -0.136 0.197 0.10
H -3.0033 -2.0705 0.9966 -0.114 0.383 -0.171 0.05
H -0.3015 -1.3451 -1.5741 0.102 -0.227 -0.040 0.07
N -1.5174 0.4150 -0.5173 0.492 0.633 -0.620 0.17
H -0.7124 -1.0834 -6.2720 0.064 0.034 -0.049 0.10
```
Forces are in eV/Å.

***

Summary of relative energy (zero: lowest compared OMol25 entry of this formula, charge and spin) in kcal/mol
0.0 16.5
(order as listed above)
Summary of highest occupied orbital energy in eV
-14.14 -9.19
(order as listed above)